Entry 1:
{"formula": "C22H29NO2", "method": "wB97M-V/def2-TZVPD", "elements": ["O", "C", "H", "C", "C", "H", "C", "C", "C", "H", "H", "C", "C", "H", "C", "C", "C", "H", "H", "C", "H", "N", "H", "C", "H", "C", "C", "C", "H", "H", "H", "H", "H", "H", "H", "H", "C", "H", "H", "H", "C", "C", "H", "C", "H", "H", "H", "H", "H", "C", "O", "H", "C", "H"], "coordinates": [[-0.99811, -1.67712, -1.24211], [0.36807, 3.26123, 4.56724], [2.24720, 3.13451, -1.23242], [1.09407, 1.96585, 2.19992], [1.75190, 1.68948, 3.41458], [2.53399, 0.94988, 3.42647], [-1.46744, -1.38038, 0.98699], [-2.17058, -1.75202, 2.15278], [1.51296, 1.29340, 1.01856], [2.12545, 3.41879, -5.56039], [3.63696, 2.97875, -4.79727], [0.88267, 1.31871, -0.21698], [-2.88337, -3.91927, 0.97247], [-4.31404, -5.36495, 1.74289], [-1.66794, -4.76171, 1.39268], [2.09291, 3.52436, -3.38016], [2.61560, 2.72699, -2.18021], [-1.45937, -5.53205, 0.65264], [-2.21591, -3.88690, -1.11365], [1.41860, 0.67871, -1.37613], [-4.17246, -2.40143, 1.87206], [2.22977, 1.30398, -2.28558], [2.55300, 0.92006, -5.67774], [0.05389, 2.91619, 2.21638], [-4.98466, -4.28126, 0.52418], [-3.19440, -2.85048, 2.06881], [-1.63436, -2.02803, -0.25694], [-0.29488, 3.55324, 3.38583], [2.30451, -0.40057, -3.51081], [3.76245, 0.57545, -3.51280], [1.25166, -0.37796, -1.54405], [-1.08714, 4.28502, 3.38452], [-3.26868, -3.32936, 3.04857], [0.08802, 3.76273, 5.48041], [-3.90978, -5.59233, 0.04190], [-0.75817, -0.57677, 1.04483], [1.38806, 2.32460, 4.57798], [-3.54127, -2.79629, -0.77554], [-0.77798, -4.14372, 1.50009], [2.42253, 0.72304, 1.08729], [-4.09859, -4.84532, 0.81015], [2.54840, 2.87779, -4.70119], [2.41644, 4.57360, -3.32296], [2.66929, 0.63251, -3.52244], [1.07579, 1.29218, -4.81992], [0.99726, 3.55359, -3.34422], [-0.03626, 1.88447, -0.30215], [1.89270, 2.09011, 5.50162], [-1.85122, -5.25541, 2.34649], [2.16693, 1.38607, -4.76031], [-1.96459, -1.19925, 3.22335], [3.70810, 2.77947, -2.13231], [-2.59966, -3.17910, -0.37520], [-0.45832, 3.15694, 1.30177]], "gap_ev": 4.29, "e_above_lowest_kj_mol": 390.61, "lumo_ev": -1.4}


Entry 2:
{"formula": "C22H30AuBF2N3O3SSi", "method": "wB97M-V/def2-TZVPD", "elements": ["H", "C", "H", "C", "C", "N", "H", "F", "C", "C", "H", "C", "O", "N", "H", "H", "Si", "H", "C", "H", "H", "H", "H", "C", "H", "C", "H", "C", "C", "H", "H", "H", "H", "H", "H", "C", "C", "H", "C", "H", "C", "H", "C", "H", "C", "C", "F", "H", "H", "N", "B", "O", "C", "H", "H", "Au", "C", "S", "H", "O", "C", "H", "H", "C"], "coordinates": [[-2.69983, -2.98781, 3.45668], [0.22511, 3.83556, -0.12816], [-2.53322, 0.45060, 5.90697], [-2.07123, 1.50525, -1.76458], [-3.63998, 0.07507, 2.90738], [-1.29391, 2.05480, -0.85516], [-3.52218, 1.13073, 2.65085], [-2.21678, -2.92827, -0.59333], [0.90059, 4.98473, -0.53675], [-1.70528, 0.49077, 5.19363], [3.07076, -0.81038, -3.37458], [3.69183, -0.40233, -0.75752], [-0.21384, -3.56921, 0.52230], [1.92800, -3.33571, -0.00705], [2.25211, 0.39013, 0.68501], [-0.28979, -1.53996, 2.23254], [-2.03538, -0.56464, 3.66500], [-1.56106, -2.74832, 4.78161], [2.39573, -2.85617, -3.51832], [1.56636, 5.43800, 0.18734], [-0.79686, 0.16396, 5.70552], [-3.36530, 0.30950, -0.54986], [-3.26551, -2.31098, 4.98063], [-0.56767, -0.52538, 2.54340], [-2.93030, 1.59510, -3.74244], [0.67160, -2.79402, -0.14405], [4.72074, -0.76804, -0.76971], [-2.27598, 2.08714, -3.03571], [-2.74897, 0.20868, -1.44445], [-4.48995, -0.03380, 3.58740], [-3.86369, -0.45737, 1.97866], [1.31701, 6.47674, -2.02113], [4.27080, -2.00228, -2.86100], [0.29535, -0.11904, 3.08331], [3.62503, 0.46357, -1.41746], [3.26572, -0.01821, 0.65402], [-0.08424, 5.03237, -2.72530], [2.04644, -4.17535, 0.53920], [0.75711, 5.57632, -1.79323], [2.66684, -2.95420, -4.56991], [2.80712, -1.50285, -1.38315], [3.92821, 0.74964, 1.05342], [3.03913, -2.78220, -0.60646], [-1.56375, 1.53352, 4.89809], [-0.62862, 3.22751, -1.12488], [-1.62789, 3.24054, -3.34017], [-2.24532, -4.32236, 1.20871], [3.30926, -0.87232, 1.33650], [-1.99472, -0.54359, -1.22002], [0.35020, -1.72079, -0.72860], [-1.58383, -3.53740, 0.37707], [1.10597, 0.05986, -1.89509], [-2.42932, -2.31625, 4.27564], [-1.74461, 3.71141, -4.31044], [-3.36881, -0.12245, -2.27919], [-0.85081, 0.80598, 0.95240], [-0.77687, 3.84633, -2.39196], [0.42563, 3.23342, 1.46488], [-0.23029, 5.47397, -3.70351], [4.12004, -3.31557, -0.50360], [1.36378, -0.98702, -1.35922], [2.56728, -3.82718, -3.04681], [1.32463, -2.64388, -3.47743], [3.20742, -1.75586, -2.84790]], "gap_ev": 5.33, "e_above_lowest_kj_mol": 215.32, "lumo_ev": 2.2, "total_charge": -1}


Entry 3:
{"formula": "C22H30BaN4OS2", "method": "wB97M-V/def2-TZVPD", "elements": ["C", "N", "H", "H", "C", "N", "H", "H", "H", "Ba", "C", "H", "C", "H", "H", "C", "H", "H", "H", "C", "O", "H", "C", "H", "H", "H", "C", "H", "S", "H", "H", "H", "H", "N", "C", "C", "H", "C", "H", "S", "C", "C", "H", "H", "H", "C", "C", "H", "N", "C", "C", "C", "C", "H", "C", "C", "H", "H", "H", "C"], "coordinates": [[2.98052, -3.32598, -1.64095], [-0.69380, 4.46032, 0.48718], [-5.65909, -1.97687, 1.57645], [-2.32250, 4.97654, -0.73103], [-3.30745, -2.80577, -0.69245], [0.67127, 2.11429, 2.06121], [1.70297, 3.83276, 1.52394], [-2.49500, -2.84778, -3.19475], [3.62309, -6.29515, -0.12080], [-0.58112, 1.66882, -0.53024], [2.85900, -2.53712, -0.50373], [3.36241, -5.30783, -2.36092], [0.19041, 5.36266, -0.24512], [-0.16441, 5.41969, 2.29849], [0.12488, 6.39254, 0.13481], [3.40366, -5.23972, -0.22122], [1.24609, 3.79207, 3.22012], [-0.07998, 5.36804, -1.30110], [-2.74805, 4.12067, 0.75706], [3.27539, -4.44420, 0.90828], [-2.58608, 0.73604, -0.23795], [-2.29436, 5.83642, 0.81887], [2.78581, -2.78455, -3.03626], [1.77766, 0.33659, 1.90013], [-1.19502, 4.00891, 2.45281], [3.39111, -4.87274, 1.89545], [0.89450, 3.55586, 2.20327], [1.22587, 5.03354, -0.16987], [1.71252, 1.42334, -2.44183], [-4.82167, -3.94768, 0.29658], [-4.56712, 0.22288, 1.27529], [3.46602, -3.28174, -3.72965], [-0.94276, -3.47178, -2.60362], [0.63180, -1.13216, -2.36979], [-0.33612, 4.40460, 1.90831], [-4.21797, -0.64867, 0.73454], [2.66402, -1.47745, -0.60962], [3.25704, -4.68148, -1.48198], [0.35620, 1.73174, 4.12881], [3.08128, -1.01533, -3.24360], [1.95295, 1.40872, 2.00249], [-3.12538, -0.45593, -0.13558], [2.91264, -2.46191, 1.63684], [2.55050, 1.57365, 2.90990], [2.52831, 1.74366, 1.13832], [1.57458, -0.29338, -2.61147], [-2.65840, -1.57478, -0.87314], [-0.28301, 0.50876, 3.00896], [-0.48211, -0.77419, -1.61837], [-0.13399, 1.57830, 3.15651], [-2.08630, 4.87505, 0.32841], [3.00482, -3.09171, 0.75979], [-4.82350, -1.87335, 0.89511], [-2.95032, -3.66979, -1.23686], [-1.49686, -1.56032, -1.79026], [-1.48277, -2.57232, -2.91036], [1.76483, -2.97118, -3.36748], [-0.95738, -2.16527, -3.76981], [-1.11620, 2.04718, 3.18434], [-4.36345, -2.97554, 0.17752]], "gap_ev": 7.24, "e_above_lowest_kj_mol": 27.22, "lumo_ev": 0.0}


Entry 4:
{"formula": "C22H30BiCl5N3O", "method": "wB97M-V/def2-TZVPD", "elements": ["O", "H", "H", "C", "Bi", "H", "H", "C", "C", "C", "C", "H", "H", "C", "H", "C", "N", "H", "C", "H", "H", "H", "C", "N", "H", "H", "H", "H", "H", "H", "C", "C", "H", "Cl", "Cl", "H", "H", "H", "Cl", "H", "H", "H", "C", "C", "H", "C", "C", "C", "C", "H", "C", "H", "H", "C", "N", "C", "C", "Cl", "H", "C", "H", "Cl"], "coordinates": [[1.03757, 1.37968, -1.28443], [0.93232, -0.48119, 4.80613], [-2.66902, -2.46724, 0.73988], [2.67172, 2.11273, -2.81526], [0.07797, 0.08016, 0.02086], [-2.96909, 1.27929, 2.96901], [-0.46292, 0.07710, -2.73334], [-1.94851, 2.27615, 1.37038], [4.34052, -0.04385, -2.17951], [-1.16427, -3.20532, -0.62735], [1.68721, 1.07790, 3.47135], [-2.83462, 0.06427, 0.38495], [-4.04134, -1.28279, -1.04493], [-1.10243, -1.85690, -2.77581], [2.24848, 0.34345, 2.87831], [-0.86060, 1.04579, 3.16606], [-0.21272, -0.79236, -2.26525], [-3.18592, -2.25269, -3.03640], [-3.15358, 2.91444, 0.77182], [2.40470, 0.30776, 5.33666], [-1.38756, -3.95607, -2.65303], [1.42737, 2.54222, 1.18362], [-2.00664, 1.48931, 2.52453], [-1.07723, -4.61500, -0.11186], [-3.39266, 3.80331, 1.35967], [0.87910, 1.15830, 5.47360], [-1.73658, -5.23515, -0.60798], [-0.41490, -2.62918, -0.07649], [-0.97727, 0.46980, 4.07099], [-2.61814, 0.65325, -1.11214], [3.91328, 1.97784, -3.44435], [-2.56652, -1.48275, -2.57383], [3.00474, 2.61984, 2.64221], [4.40591, 3.14102, -4.58509], [2.61465, -1.07522, -0.39819], [1.96452, 3.17160, 3.95640], [-0.57535, 3.20257, -0.00740], [-0.92660, -1.96524, -3.85364], [5.34954, -1.36286, -1.75203], [-1.29927, -4.67439, 0.89209], [-0.13289, -5.00463, -0.24713], [0.74049, -0.98689, -2.56319], [-0.68051, 2.53513, 0.83566], [2.24108, 1.17725, -1.86213], [-2.97617, 3.24784, -0.24847], [3.09255, 0.11299, -1.57525], [-2.94817, -1.36679, -1.10081], [0.41827, 1.40506, 2.72424], [-0.80653, -3.20514, -2.11401], [-4.03415, 2.27876, 0.81168], [-2.56314, -2.64635, -0.33205], [-2.79565, -0.55081, -3.09163], [3.36286, 2.16204, 4.28913], [0.48913, 2.15236, 1.53769], [-2.38481, -0.13226, -0.50653], [4.75375, 0.89380, -3.13151], [2.55438, 2.33918, 3.58906], [6.25721, 0.71755, -3.91627], [-3.30579, -3.39402, -0.61764], [1.44805, 0.47500, 4.85236], [0.24833, -3.44879, -2.24238], [1.64587, 3.42910, -3.17105]], "gap_ev": 6.20, "e_above_lowest_kj_mol": 68.96, "lumo_ev": -9.8, "total_charge": 3}